{
  "formula": "C6H8INO2S",
  "method": "wB97M-V/def2-TZVPD",
  "species": ["C", "C", "C", "C", "C", "C", "N", "O", "O", "S", "I", "H", "H", "H", "H", "H", "H", "H", "H"],
  "coordinates": [[-0.76, -2.30, 0.41], [-1.23, 1.28, 0.61], [-0.58, -1.02, 0.49], [2.64, -0.74, -0.59], [-2.25, 2.25, 1.14], [2.14, -0.84, -1.98], [-1.49, -0.03, 0.90], [-0.82, -3.46, 0.36], [-0.26, 1.59, -0.04], [2.97, -2.01, 0.35], [3.02, 1.26, 0.05], [0.35, -0.60, 0.13], [-2.73, 1.89, 2.05], [-1.77, 3.20, 1.33], [-3.02, 2.41, 0.39], [1.37, -0.10, -2.18], [1.77, -1.84, -2.17], [2.97, -0.64, -2.67], [-2.31, -0.30, 1.42]],
  "mulliken_charge": [0.743, 0.715, -0.276, 0.001, -1.112, -0.932, -0.177, -0.405, -0.570, -0.155, 0.125, -0.088, 0.332, 0.310, 0.282, 0.317, 0.331, 0.365, 0.194],
  "relative_energy_kj_mol": 100.8,
  "gap_ha": 0.294,
  "e_homo_ev": -8.483,
  "lumo_ev": -0.49,
  "mol_weight_g_mol": 285.1
}



{
  "formula": "C32H38N4O2P2SSn",
  "method": "wB97M-V/def2-TZVPD",
  "species": ["Sn", "C", "O", "C", "C", "O", "C", "H", "H", "H", "H", "H", "H", "H", "H", "H", "H", "C", "C", "N", "N", "C", "S", "N", "N", "H", "H", "H", "H", "H", "H", "C", "P", "C", "C", "C", "C", "C", "C", "C", "C", "C", "C", "C", "C", "P", "C", "C", "C", "C", "C", "C", "C", "C", "C", "C", "C", "C", "H", "H", "H", "H", "H", "H", "H", "H", "H", "H", "H", "H", "H", "H", "H", "H", "H", "H", "H", "H", "H", "H"],
  "coordinates": [[1.02, -1.38, 2.53], [4.47, -2.87, 3.00], [3.07, -2.87, 3.29], [2.52, -4.19, 3.40], [2.21, -4.77, 2.04], [1.29, -3.92, 1.36], [0.76, -4.54, 0.18], [5.00, -3.57, 3.65], [4.84, -1.86, 3.22], [4.67, -3.12, 1.96], [1.61, -4.10, 3.99], [3.21, -4.85, 3.93], [1.78, -5.77, 2.17], [3.12, -4.87, 1.44], [0.16, -5.40, 0.45], [1.57, -4.85, -0.49], [0.15, -3.80, -0.33], [4.16, 2.02, -0.71], [3.37, 2.23, 0.53], [2.91, 3.36, 0.96], [2.25, 3.06, 2.11], [2.28, 1.76, 2.41], [1.61, 0.92, 3.71], [3.00, 1.22, 1.41], [3.29, -0.15, 1.39], [4.29, 2.98, -1.20], [3.64, 1.35, -1.40], [5.14, 1.59, -0.49], [1.83, 3.79, 2.66], [3.71, -0.38, 0.50], [3.99, -0.32, 2.12], [-0.39, 1.63, -0.13], [-0.39, -0.04, 0.62], [-0.57, -1.21, -0.75], [-1.74, -1.86, -1.12], [-1.73, -2.73, -2.21], [-0.56, -2.94, -2.93], [0.62, -2.30, -2.56], [0.61, -1.44, -1.46], [-1.78, -0.22, 1.77], [-2.25, -1.51, 2.08], [-3.23, -1.68, 3.05], [-3.73, -0.59, 3.74], [-3.22, 0.68, 3.48], [-2.25, 0.87, 2.51], [-2.03, 2.47, -0.53], [-1.35, 3.90, -1.46], [-2.24, 4.55, -2.33], [-1.85, 5.69, -3.01], [-0.58, 6.22, -2.83], [0.30, 5.59, -1.96], [-0.08, 4.45, -1.28], [-2.65, 1.45, -1.92], [-3.95, 0.95, -1.81], [-4.52, 0.23, -2.86], [-3.78, 0.00, -4.01], [-2.49, 0.49, -4.12], [-1.92, 1.22, -3.09], [0.21, 1.55, -1.04], [0.12, 2.30, 0.56], [-2.66, -1.69, -0.59], [-2.64, -3.22, -2.51], [-0.56, -3.60, -3.79], [1.53, -2.47, -3.11], [1.53, -0.95, -1.16], [-1.88, -2.37, 1.54], [-3.62, -2.67, 3.26], [-4.49, -0.72, 4.49], [-3.60, 1.53, 4.03], [-1.86, 1.86, 2.34], [-3.23, 4.15, -2.47], [-2.55, 6.18, -3.68], [-0.28, 7.11, -3.36], [1.30, 6.00, -1.81], [0.63, 3.99, -0.59], [-4.52, 1.16, -0.91], [-5.53, -0.13, -2.77], [-4.23, -0.55, -4.83], [-1.92, 0.33, -5.03], [-0.93, 1.64, -3.20]],
  "mulliken_charge": [0.847, -0.998, -0.193, -0.901, -0.397, 0.017, -0.557, 0.341, 0.328, 0.388, 0.264, 0.496, 0.438, 0.331, 0.389, 0.385, -0.047, -1.521, 1.246, -0.690, 0.343, -0.004, -0.417, 0.575, -0.817, 0.376, 0.336, 0.400, 0.203, 0.210, 0.242, -1.096, 0.385, 1.301, -0.336, -0.860, -0.746, -0.690, -0.709, 0.829, -0.204, -0.790, -0.643, -0.763, -1.058, 0.118, 0.543, -0.656, -0.647, -0.555, -0.570, -0.202, 0.634, -0.485, -0.599, -0.511, -0.806, -0.166, 0.839, 0.482, 0.448, 0.469, 0.496, 0.458, 0.156, 0.439, 0.501, 0.441, 0.470, 0.330, 0.391, 0.411, 0.393, 0.433, 0.328, 0.411, 0.457, 0.441, 0.466, 0.409],
  "relative_energy_kj_mol": 80.3,
  "total_charge": 2,
  "gap_ha": 0.247,
  "e_homo_ev": -12.716,
  "lumo_ev": -5.99,
  "mol_weight_g_mol": 723.4
}



{
  "formula": "C19H25N3O4S",
  "method": "wB97M-V/def2-TZVPD",
  "species": ["C", "C", "N", "C", "O", "N", "C", "C", "O", "N", "C", "C", "C", "C", "C", "O", "C", "O", "C", "C", "C", "S", "C", "C", "C", "C", "C", "H", "H", "H", "H", "H", "H", "H", "H", "H", "H", "H", "H", "H", "H", "H", "H", "H", "H", "H", "H", "H", "H", "H", "H", "H"],
  "coordinates": [[-3.00, -0.14, 1.56], [-2.79, 0.81, 0.39], [-1.38, 1.05, 0.15], [-0.72, 0.24, -0.75], [-1.31, -0.58, -1.43], [0.64, 0.44, -0.88], [1.31, -0.56, -1.69], [1.15, -1.92, -1.01], [0.93, -2.02, 0.18], [1.34, -2.97, -1.83], [1.16, -4.34, -1.42], [-0.15, -4.91, -1.99], [-1.41, -4.21, -1.44], [-2.03, -3.54, -2.68], [-1.44, -4.38, -3.82], [-0.14, -4.73, -3.40], [1.43, 1.36, -0.18], [2.62, 1.43, -0.38], [0.67, 2.17, 0.74], [1.15, 3.20, 1.61], [0.17, 3.74, 2.37], [-1.39, 3.00, 2.07], [-0.68, 1.96, 0.88], [0.35, 4.82, 3.38], [1.69, 5.51, 3.14], [2.80, 4.47, 2.97], [2.57, 3.66, 1.69], [-4.06, -0.33, 1.70], [-2.49, -1.09, 1.36], [-2.59, 0.28, 2.48], [-3.20, 0.37, -0.52], [-3.27, 1.77, 0.58], [0.88, -0.57, -2.69], [2.36, -0.28, -1.73], [1.35, -2.83, -2.83], [1.14, -4.36, -0.33], [2.00, -4.93, -1.79], [-0.18, -5.99, -1.76], [-2.09, -4.94, -1.01], [-1.16, -3.47, -0.69], [-1.70, -2.51, -2.75], [-3.12, -3.57, -2.67], [-2.04, -5.29, -3.97], [-1.35, -3.84, -4.76], [0.32, 4.39, 4.39], [-0.47, 5.54, 3.32], [1.63, 6.12, 2.24], [1.92, 6.16, 3.99], [2.80, 3.80, 3.83], [3.77, 4.96, 2.92], [2.79, 4.27, 0.81], [3.23, 2.79, 1.65]],
  "mulliken_charge": [-0.911, -1.040, 0.086, 0.509, -0.683, 0.130, -1.237, 0.576, -0.672, -0.121, -1.136, 0.327, -0.641, -0.122, -0.582, -0.505, 0.659, -0.727, -0.726, -0.134, 0.597, -0.352, 1.016, -0.609, -0.765, -0.890, -0.456, 0.396, 0.237, 0.307, 0.366, 0.537, 0.373, 0.484, 0.319, 0.402, 0.376, 0.382, 0.406, 0.123, -0.096, 0.447, 0.273, 0.360, 0.298, 0.398, 0.320, 0.341, 0.338, 0.361, 0.290, 0.372],
  "smiles": "CCn1c(=O)n(CC(=O)NC[C@H]2CCCO2)c(=O)c2c3c(sc21)CCCC3",
  "relative_energy_kj_mol": 0.0,
  "gap_ha": 0.320,
  "e_homo_ev": -8.088,
  "lumo_ev": 0.61,
  "mol_weight_g_mol": 391.5
}



{
  "formula": "C26H22F6O4S",
  "method": "wB97M-V/def2-TZVPD",
  "species": ["C", "O", "C", "C", "C", "C", "C", "C", "C", "C", "C", "C", "C", "O", "C", "C", "C", "C", "C", "C", "C", "C", "C", "F", "F", "F", "C", "C", "S", "O", "O", "C", "F", "F", "F", "C", "C", "H", "H", "H", "H", "H", "H", "H", "H", "H", "H", "H", "H", "H", "H", "H", "H", "H", "H", "H", "H", "H", "H"],
  "coordinates": [[1.17, -6.14, -4.11], [1.22, -4.81, -4.65], [1.18, -3.73, -3.81], [1.00, -2.47, -4.43], [0.80, -1.35, -3.65], [0.82, -1.43, -2.24], [0.58, -0.23, -1.47], [0.75, -0.17, -0.13], [0.50, 1.07, 0.72], [1.18, 0.94, 2.11], [1.72, 2.08, 2.72], [2.26, 2.05, 3.99], [2.37, 0.82, 4.67], [2.71, 0.88, 5.98], [2.68, -0.32, 6.78], [2.03, -0.38, 3.98], [1.40, -0.29, 2.74], [-0.97, 1.40, 0.80], [-1.74, 1.56, -0.50], [-1.44, 2.62, -1.36], [-2.02, 2.69, -2.62], [-2.94, 1.71, -3.00], [-3.46, 1.70, -4.41], [-4.04, 0.51, -4.76], [-4.39, 2.68, -4.62], [-2.44, 1.92, -5.30], [-3.40, 0.76, -2.08], [-2.80, 0.70, -0.83], [-1.40, 3.05, 1.71], [-2.63, 3.61, 1.21], [-0.19, 3.84, 1.65], [-1.80, 2.64, 3.53], [-1.33, 3.64, 4.30], [-1.22, 1.48, 3.91], [-3.13, 2.52, 3.69], [1.09, -2.68, -1.64], [1.29, -3.82, -2.40], [1.09, -6.78, -4.99], [2.10, -6.37, -3.56], [0.31, -6.29, -3.45], [0.98, -2.43, -5.51], [0.64, -0.39, -4.13], [0.27, 0.65, -2.03], [1.25, -1.00, 0.36], [1.01, 1.91, 0.21], [1.69, 3.02, 2.20], [2.60, 2.97, 4.47], [2.87, 0.03, 7.79], [1.71, -0.83, 6.73], [3.48, -1.02, 6.47], [2.25, -1.36, 4.43], [1.06, -1.22, 2.28], [-1.48, 0.69, 1.46], [-0.73, 3.39, -1.05], [-1.76, 3.50, -3.30], [-4.21, 0.08, -2.34], [-3.15, -0.04, -0.09], [1.13, -2.77, -0.55], [1.50, -4.78, -1.93]],
  "mulliken_charge": [-0.819, -0.433, 0.752, -0.607, -0.647, 0.536, -0.024, -1.745, 1.493, -0.536, -0.101, -0.802, 0.713, -0.418, -0.827, -0.869, -0.474, -0.990, 0.469, 0.250, -1.152, 0.449, 0.778, -0.276, -0.254, -0.255, -0.915, -0.584, 1.190, -0.622, -0.654, 0.665, -0.213, -0.192, -0.224, -0.712, -0.530, 0.244, 0.317, 0.351, 0.409, 0.378, 0.369, 0.305, 0.501, 0.444, 0.427, 0.242, 0.353, 0.317, 0.357, 0.447, 0.742, 0.381, 0.413, 0.445, 0.403, 0.381, 0.352],
  "smiles": "COc1ccc(/C=C/[C@H](c2ccc(OC)cc2)[C@H](c2ccc(C(F)(F)F)cc2)S(=O)(=O)C(F)(F)F)cc1",
  "gap_ha": 0.301,
  "e_homo_ev": -7.957,
  "lumo_ev": 0.24,
  "mol_weight_g_mol": 544.5
}



{
  "formula": "C2H8N4O",
  "method": "wB97M-V/def2-TZVPD",
  "species": ["C", "C", "N", "N", "N", "N", "O", "H", "H", "H", "H", "H", "H", "H", "H"],
  "coordinates": [[-1.15, 0.63, 0.08], [2.53, 0.26, 0.09], [2.16, 0.10, 1.18], [-0.53, -0.53, 0.03], [-2.43, 0.88, 0.09], [3.16, 0.30, -0.99], [-1.41, -1.69, 0.34], [-0.51, 1.55, 0.28], [-1.99, -1.87, -0.45], [2.49, 0.47, 2.02], [-2.71, 1.85, 0.03], [-3.28, 0.36, 0.05], [2.93, 0.75, -1.96], [4.17, -0.06, -1.16], [-0.90, -2.58, 0.45]],
  "mulliken_charge": [0.334, 0.452, -0.116, -0.307, -0.301, -0.365, -0.358, 0.253, 0.451, 0.339, 0.252, 0.206, 0.347, 0.349, 0.464],
  "relative_energy_kj_mol": 274.5,
  "total_charge": 2,
  "gap_ha": 0.370,
  "e_homo_ev": -18.129,
  "lumo_ev": -8.05,
  "mol_weight_g_mol": 104.1
}



{
  "formula": "C13H18Cl15F7NO7S3Si",
  "method": "wB97M-V/def2-TZVPD",
  "species": ["C", "Si", "C", "C", "O", "C", "C", "S", "O", "O", "N", "S", "O", "O", "S", "O", "O", "C", "F", "F", "C", "F", "F", "C", "F", "F", "F", "H", "H", "H", "H", "H", "H", "H", "H", "H", "H", "H", "H", "H", "C", "Cl", "Cl", "Cl", "H", "C", "Cl", "Cl", "Cl", "H", "C", "Cl", "Cl", "Cl", "H", "C", "Cl", "Cl", "Cl", "H", "C", "Cl", "Cl", "Cl", "H"],
  "coordinates": [[-0.98, -6.05, -1.08], [-1.18, -4.18, -0.73], [-2.84, -3.65, -1.60], [-1.48, -3.93, 1.14], [0.04, -3.17, -1.41], [1.38, -3.64, -1.14], [2.16, -2.83, 0.00], [3.54, -1.76, -0.67], [4.27, -2.45, -1.81], [4.55, -1.51, 0.41], [2.76, -0.37, -1.29], [3.55, 1.06, -0.83], [3.63, 1.31, 0.65], [4.85, 1.28, -1.53], [2.26, 2.63, -1.57], [1.78, 2.16, -2.95], [3.01, 3.91, -1.81], [0.72, 2.81, -0.52], [-0.33, 3.19, -1.36], [0.41, 1.50, -0.05], [0.89, 3.71, 0.79], [1.59, 4.90, 0.59], [1.41, 2.94, 1.85], [-0.58, 4.17, 1.31], [-1.05, 5.22, 0.50], [-1.48, 3.10, 1.37], [-0.42, 4.74, 2.60], [0.09, -6.41, -1.19], [-1.58, -6.37, -1.99], [-1.41, -6.60, -0.16], [-3.37, -4.61, -1.93], [-2.55, -3.13, -2.58], [-3.49, -3.00, -0.94], [-1.25, -2.87, 1.52], [-0.98, -4.74, 1.78], [-2.61, -4.07, 1.32], [1.46, -4.75, -0.89], [1.98, -3.50, -2.12], [2.65, -3.57, 0.72], [1.45, -2.12, 0.55], [-1.81, -0.10, -3.57], [-1.64, -1.49, -4.66], [-3.26, -0.28, -2.57], [-0.38, 0.09, -2.57], [-1.93, 0.79, -4.18], [-3.49, 5.76, 3.15], [-3.24, 7.20, 2.15], [-3.55, 6.20, 4.87], [-4.98, 4.93, 2.67], [-2.66, 5.09, 3.00], [1.57, 5.09, 5.43], [0.03, 5.33, 6.28], [2.34, 6.64, 5.09], [2.65, 4.05, 6.38], [1.36, 4.59, 4.49], [-2.55, -7.68, 2.86], [-2.90, -6.43, 4.06], [-3.79, -7.70, 1.60], [-0.95, -7.43, 2.15], [-2.55, -8.64, 3.36], [1.78, 4.83, -4.94], [1.38, 6.09, -3.76], [0.53, 4.74, -6.19], [3.36, 5.13, -5.65], [1.81, 3.87, -4.42]],
  "mulliken_charge": [-0.826, 0.868, -0.797, -0.922, -0.283, -0.288, -0.602, 1.008, -0.689, -0.652, -0.139, 0.969, -0.589, -0.579, 0.800, -0.654, -0.560, 0.581, -0.248, -0.208, 0.496, -0.249, -0.262, 0.632, -0.212, -0.229, -0.200, 0.292, 0.298, -0.013, 0.301, -0.023, 0.268, 0.321, 0.171, 0.274, 0.106, 0.325, 0.402, 0.208, -0.154, -0.151, -0.137, 0.047, 0.366, 0.545, -0.132, -0.137, -0.141, -0.174, 0.610, -0.123, -0.130, -0.135, -0.228, -0.025, -0.112, -0.118, -0.096, 0.344, 0.831, -0.148, -0.165, -0.150, -0.383],
  "total_charge": -1,
  "gap_ha": 0.304,
  "e_homo_ev": -6.636,
  "lumo_ev": 1.64,
  "mol_weight_g_mol": 1089.4
}